No. 1
11
Properties=species:S:1:pos:R:3:lowdin_charge:R:1 method="wB97M-V/def2-TZVPD" lumo_ev=0.50 smiles=Nc1ncncn1 gap_ev=10.405 total_charge=0 e_above_lowest_kcal_mol=46.2
N 2.09 -0.04 -0.27 0.091
C 0.72 0.03 -0.03 -0.475
N 0.18 1.25 -0.07 0.109
C -1.16 1.16 -0.09 -0.201
N -1.94 0.01 -0.22 0.034
C -1.21 -1.14 -0.07 -0.216
N 0.11 -1.21 0.04 0.111
H 2.52 -0.87 0.00 0.046
H 2.59 0.86 0.40 0.213
H -2.03 1.99 0.33 0.172
H -1.86 -2.03 -0.01 0.115

---

No. 2
6
Properties=species:S:1:pos:R:3:lowdin_charge:R:1 method="wB97M-V/def2-TZVPD" lumo_ev="-1.39 / -0.72" gap_ev="8.324 / 8.021" total_charge=0 e_above_lowest_kcal_mol=77.1
C -1.38 0.86 0.24 0.036
C -0.17 0.71 0.33 -0.573
P 1.44 0.01 0.23 0.655
H -2.38 0.91 0.14 -0.012
H 1.18 -1.24 -1.97 0.024
H 1.31 -1.25 1.02 -0.130

---

No. 3
80
Properties=species:S:1:pos:R:3:lowdin_charge:R:1 method="wB97M-V/def2-TZVPD" lumo_ev=-6.39 gap_ev=8.922 total_charge=+3 e_above_lowest_kcal_mol=92.9
N 6.25 -1.13 7.33 -0.657
O 5.75 -0.95 6.22 -0.051
O 7.17 -0.43 7.71 -0.034
O 5.77 -1.91 8.12 -0.064
C 11.04 3.89 11.33 -0.044
C 10.72 4.36 9.85 -0.139
N 9.55 3.75 9.25 -0.052
C 9.41 3.28 7.93 0.051
C 8.24 2.50 7.90 0.029
N 7.58 2.69 9.13 -0.076
C 8.42 3.38 9.93 0.002
C 6.34 2.12 9.63 -0.009
H 10.42 4.33 12.11 0.074
H 12.07 3.89 11.69 0.086
H 10.86 2.82 11.43 0.068
H 11.53 4.29 9.12 0.128
H 10.66 5.45 9.80 0.131
H 10.24 3.44 7.26 0.139
H 7.63 2.20 7.06 0.129
H 8.27 3.51 10.99 0.161
H 5.53 2.46 8.97 0.105
H 6.21 2.17 10.71 0.094
H 6.35 1.04 9.49 0.071
C 2.43 -0.27 11.94 -0.040
C 3.58 -0.15 10.91 -0.140
N 4.84 -0.68 11.53 -0.022
C 5.57 -0.19 12.63 -0.020
C 6.75 -0.83 12.75 0.008
N 6.68 -1.94 11.92 -0.063
C 5.50 -1.78 11.20 -0.002
C 7.59 -3.03 11.67 0.012
H 1.55 -0.11 11.32 0.080
H 2.43 0.46 12.75 0.086
H 2.28 -1.24 12.41 0.091
H 3.79 0.87 10.61 0.112
H 3.32 -0.58 9.94 0.088
H 5.16 0.69 13.10 0.139
H 7.57 -0.66 13.43 0.147
H 5.14 -2.53 10.52 0.151
H 7.52 -3.71 12.52 0.114
H 8.59 -2.64 11.48 0.113
H 7.36 -3.59 10.77 0.100
C 1.48 -3.75 8.20 -0.023
C 2.59 -2.62 7.77 -0.107
N 2.01 -1.48 7.00 -0.027
C 1.24 -1.63 5.92 -0.020
C 0.98 -0.40 5.40 0.028
N 1.66 0.55 6.17 -0.108
C 2.43 -0.13 7.02 0.035
C 1.65 1.94 5.93 0.008
H 0.99 -4.13 7.30 0.057
H 0.60 -3.41 8.74 0.078
H 1.93 -4.62 8.67 0.078
H 3.31 -3.04 7.06 0.098
H 3.22 -2.29 8.60 0.077
H 0.89 -2.63 5.71 0.142
H 0.34 0.03 4.65 0.147
H 3.10 0.39 7.69 0.147
H 2.44 2.36 6.57 0.102
H 0.79 2.36 6.44 0.119
H 1.70 2.25 4.89 0.124
C 7.05 -4.66 6.68 -0.039
C 5.83 -4.56 5.72 -0.237
N 6.28 -4.52 4.46 -0.063
C 6.51 -3.35 3.71 0.054
C 6.79 -3.73 2.41 -0.036
N 6.70 -5.05 2.30 -0.092
C 6.48 -5.56 3.52 0.062
C 7.03 -5.71 1.03 0.048
H 7.80 -5.34 6.27 0.083
H 6.80 -4.79 7.73 0.078
H 7.66 -3.77 6.52 0.076
H 5.23 -3.70 6.03 0.104
H 5.28 -5.48 5.90 0.138
H 6.22 -2.39 4.13 0.123
H 7.03 -3.05 1.61 0.148
H 6.34 -6.61 3.71 0.170
H 7.65 -5.03 0.45 0.108
H 6.15 -5.84 0.40 0.110
H 7.44 -6.70 1.23 0.112

---

No. 4
134
Properties=species:S:1:pos:R:3:lowdin_charge:R:1 method="wB97M-V/def2-TZVPD" lumo_ev=-8.48 gap_ev=1.520 total_charge=+1
C 6.35 1.22 2.10 -0.114
C 6.49 1.40 0.45 -0.167
C 4.92 1.31 -0.12 -0.206
N 4.28 2.67 -0.10 -0.031
C 2.76 2.61 0.10 -0.391
C 2.47 2.40 1.68 -0.044
C 2.30 4.18 -0.27 -0.119
C 1.31 4.88 0.82 -0.176
C 0.56 6.13 0.01 -0.211
C -0.73 6.75 0.82 -0.160
C -2.06 5.75 0.71 -0.272
N -2.42 5.35 2.13 -0.032
O 2.04 1.79 -0.85 -0.167
C 1.69 0.45 -0.45 -0.510
Cl 2.14 -0.63 -1.94 0.667
C 0.06 0.21 -0.16 -0.475
C -0.04 -0.32 1.38 -0.168
C 0.24 -1.92 1.60 -0.178
C 0.69 -2.25 3.18 -0.184
C -0.66 -1.96 4.09 -0.243
S -0.47 -0.58 5.34 0.512
O -1.75 0.35 5.31 -0.435
O -0.44 -1.26 6.76 -0.401
Cl 1.16 0.69 5.03 0.364
O -0.40 -0.68 -1.21 -0.219
C -1.78 -1.11 -1.13 -0.160
C -2.85 -0.18 -2.02 -0.113
C -2.36 0.07 -3.56 -0.062
C -3.07 1.34 -4.32 -0.223
F -2.03 2.00 -5.20 -0.003
F -3.62 2.38 -3.43 -0.135
F -4.18 0.84 -5.17 0.020
C -1.78 -2.69 -1.69 -0.102
F -0.94 -3.59 -0.82 -0.052
F -1.14 -2.80 -3.05 -0.007
C -3.29 -3.38 -1.65 -0.142
F -3.99 -3.29 -2.96 0.001
F -3.05 -4.85 -1.43 -0.146
F -4.15 -2.89 -0.54 0.065
P -0.70 1.99 -0.18 1.066
N -0.99 2.49 -1.90 -0.148
O -2.24 1.99 0.72 -0.503
H 5.48 0.51 2.42 0.072
H 6.15 2.29 2.54 0.084
H 7.35 0.79 2.53 0.072
H 7.05 0.44 0.02 0.127
H 7.01 2.41 0.15 0.131
H 4.40 0.48 0.53 0.110
H 4.90 0.91 -1.24 0.145
H 4.61 3.11 0.81 0.151
H 3.01 3.20 2.39 0.130
H 2.93 1.35 2.00 0.095
H 1.34 2.35 2.00 0.069
H 1.78 4.19 -1.33 0.097
H 3.25 4.89 -0.39 0.131
H 1.94 5.37 1.70 0.150
H 0.43 4.22 1.23 0.085
H 0.11 5.62 -0.97 0.104
H 1.32 6.94 -0.38 0.109
H -1.00 7.79 0.33 0.125
H -0.47 6.84 1.96 0.121
H -1.84 4.79 0.03 0.033
H -2.98 6.30 0.21 0.129
H -3.41 5.66 2.34 0.090
H -2.28 4.33 2.31 0.051
H 2.29 -0.03 0.43 0.120
H -1.13 -0.11 1.81 0.111
H 0.69 0.27 2.11 0.095
H 0.98 -2.41 0.83 0.134
H -0.81 -2.46 1.48 0.115
H 1.64 -1.67 3.52 0.100
H 0.86 -3.43 3.19 0.143
H -1.54 -1.63 3.35 0.114
H -1.04 -2.93 4.63 0.122
H -2.26 -1.17 -0.06 0.166
H -3.92 -0.70 -2.09 0.150
H -3.03 0.84 -1.48 -0.024
H -2.68 -0.90 -4.18 0.152
H -1.17 0.12 -3.65 0.142
H -0.44 1.79 -2.48 0.068
H -0.42 3.38 -1.98 0.052
H -2.04 1.96 1.71 0.103
Al -1.98 -5.84 -2.57 0.548
C -1.67 -4.60 7.22 -0.167
O -0.31 -4.34 7.48 -0.134
H -1.77 -5.63 6.87 0.083
H -2.25 -4.47 8.14 0.084
H -2.04 -3.92 6.45 0.051
H -0.25 -3.42 7.79 0.057
C -5.73 1.83 2.32 -0.721
O -5.39 2.97 2.58 0.015
N -5.50 1.25 1.13 0.125
N -6.38 1.04 3.20 0.159
H -5.78 0.31 0.91 0.097
H -5.01 1.79 0.44 -0.083
H -6.59 1.43 4.11 0.118
H -6.67 0.10 2.99 0.099
N 6.42 3.63 -3.55 -0.278
S 6.50 4.75 -4.65 0.534
O 6.28 6.13 -4.23 -0.298
O 6.06 4.41 -6.00 -0.274
F 8.09 4.78 -4.88 -0.186
S 4.94 3.42 -3.05 0.604
O 4.84 2.65 -1.81 -0.350
O 3.92 3.11 -4.04 -0.263
F 4.50 4.87 -2.55 -0.210
C 12.00 0.97 1.33 -0.555
F 12.60 -0.19 0.91 0.101
F 12.37 1.13 2.64 0.118
F 12.62 1.99 0.65 0.089
S 10.15 0.96 1.10 0.517
O 9.66 -0.18 1.89 -0.294
O 9.94 0.78 -0.35 -1.239
O 9.68 2.26 1.60 -0.296
Br -2.97 -5.21 -5.19 -0.218
Na 2.43 5.86 -1.91 0.569
C -9.08 -8.78 -3.23 -0.110
O -7.95 -9.33 -2.55 -0.197
C -6.85 -9.57 -3.43 -0.189
C -5.78 -8.49 -3.30 -0.195
O -6.25 -7.22 -3.77 -0.203
C -6.61 -6.35 -2.71 -0.109
H -9.80 -8.44 -2.48 0.089
H -8.80 -7.93 -3.85 0.082
H -9.55 -9.55 -3.84 0.089
H -7.19 -9.65 -4.47 0.128
H -6.42 -10.53 -3.14 0.124
H -4.92 -8.76 -3.92 0.124
H -5.43 -8.41 -2.26 0.122
H -5.71 -5.98 -2.21 0.061
H -7.27 -6.83 -1.99 0.087
H -7.14 -5.49 -3.14 0.094
Br -3.70 2.92 -0.92 0.816
Cs 10.40 1.17 -2.10 1.516